No. 1
C12H21Cl2IrLaO3P | ωB97M-V/def2-TZVPD

Computed properties:
LUMO energy (alpha / beta)	-16.5 / -19.1	eV
HOMO-LUMO gap (alpha / beta)	6.56 / 4.05	eV
expectation value of S²	6.013
multiplicity	5
net charge	+4

Geometry as XYZ:
```
41
Properties=species:S:1:pos:R:3:lowdin_charge:R:1
Ir -0.566 -0.457 -2.950 0.99
La 0.000 0.000 0.000 1.23
Cl -1.237 -1.756 -1.055 0.27
Cl -1.137 1.410 -1.565 0.26
C 0.953 1.414 0.709 -0.54
C -0.096 -1.958 -3.918 -0.23
C -0.015 0.632 -4.336 -0.22
O 1.553 2.295 1.139 0.32
O 0.207 -2.895 -4.511 0.31
O 0.338 1.314 -5.191 0.32
C -0.115 -4.210 2.360 -0.09
C -1.198 -3.286 2.933 -0.50
C -1.287 -3.495 4.450 -0.06
P -0.902 -1.541 2.354 1.12
C -2.655 -0.960 2.184 -0.53
C -3.542 -1.224 3.410 -0.04
C -2.655 0.543 1.895 -0.10
C 0.340 -0.691 3.442 -0.54
C -0.129 -0.413 4.876 -0.03
C 1.714 -1.356 3.411 -0.07
H 0.890 -3.979 2.755 0.08
H -0.084 -4.117 1.253 0.07
H -0.344 -5.268 2.608 0.13
H -2.142 -3.626 2.456 0.13
H -0.294 -3.354 4.918 0.09
H -2.024 -2.834 4.939 0.08
H -1.584 -4.545 4.662 0.14
H -3.112 -1.483 1.317 0.12
H -3.129 -0.744 4.319 0.10
H -4.559 -0.813 3.233 0.14
H -3.681 -2.307 3.579 0.10
H -2.080 0.760 0.978 -0.02
H -3.692 0.908 1.735 0.14
H -2.204 1.107 2.740 0.12
H 0.453 0.316 2.998 0.08
H -0.249 -1.313 5.494 0.09
H 0.622 0.225 5.390 0.14
H -1.083 0.150 4.863 0.09
H 2.054 -1.489 2.362 0.08
H 2.454 -0.715 3.937 0.13
H 1.694 -2.332 3.932 0.10
```

=====

No. 2
C12H21F3N3O17Ti | ωB97M-V/def2-TZVPD

Computed properties:
LUMO energy (alpha / beta)	2.2 / -2.0	eV
HOMO-LUMO gap (alpha / beta)	3.72 / 3.98	eV
expectation value of S²	6.011
multiplicity	5
net charge	-1

Geometry as XYZ:
```
57
Properties=species:S:1:pos:R:3:nbo_charge:R:1
Ti 1.110 0.404 -0.337 1.35
N 2.288 3.318 -1.118 0.71
O 3.350 2.672 -1.325 -0.21
O 1.208 2.783 -1.028 -0.48
O 2.389 4.499 -1.104 -0.35
N 4.297 0.267 1.069 0.73
O 3.138 0.551 0.810 -0.50
O 4.583 -0.429 2.004 -0.41
O 5.172 0.704 0.334 -0.33
N 3.250 -0.922 -2.561 0.73
O 3.308 -2.148 -2.737 -0.52
O 2.184 -0.359 -2.399 -0.62
O 4.272 -0.239 -2.498 -0.46
C -0.296 -1.624 2.982 -0.63
C -1.063 -2.456 1.928 -0.06
O -0.224 -3.415 1.361 -0.50
C 0.758 -3.050 0.543 1.04
O 0.857 -1.998 -0.061 -0.70
O 1.742 -3.965 0.608 -0.50
C 3.072 -3.623 0.214 -0.27
H -1.004 -0.838 3.245 0.25
H 0.561 -1.194 2.462 0.23
H -0.141 -2.246 3.863 0.21
H -1.459 -1.880 1.091 0.18
H -1.904 -3.019 2.332 0.19
H 3.595 -4.428 -0.301 0.20
H 3.607 -3.207 1.067 0.20
H 2.950 -2.814 -0.506 0.23
C -3.282 -3.267 -1.923 -0.64
C -2.236 -2.266 -1.406 -0.07
O -2.153 -1.167 -2.413 -0.49
C -1.463 -0.079 -2.157 1.04
O -0.998 0.223 -1.086 -0.71
O -1.441 0.633 -3.297 -0.49
C -0.509 1.780 -3.397 -0.27
H -2.857 -3.952 -2.657 0.21
H -4.203 -2.938 -2.404 0.23
H -3.628 -3.907 -1.111 0.22
H -1.286 -2.714 -1.112 0.21
H -2.632 -1.856 -0.477 0.19
H -0.723 2.336 -4.310 0.20
H 0.487 1.362 -3.544 0.22
H -0.552 2.493 -2.573 0.22
C -2.558 4.301 0.236 -0.63
C -2.662 2.924 0.639 -0.05
O -2.115 2.873 1.945 -0.54
C -0.988 2.172 2.236 0.41
O -0.336 1.359 1.568 -0.81
C -0.605 2.351 3.715 0.89
F 0.700 2.518 3.890 -0.32
F -1.222 3.429 4.180 -0.33
F -1.016 1.270 4.437 -0.37
H -3.280 4.511 -0.554 0.19
H -1.509 4.448 -0.023 0.22
H -2.761 5.033 1.017 0.22
H -2.100 2.266 -0.025 0.19
H -3.673 2.519 0.667 0.15
```

=====

No. 3
C12H21F5NO3 | ωB97M-V/def2-TZVPD

Computed properties:
LUMO energy	-3.8	eV
HOMO-LUMO gap	7.18	eV
multiplicity	1
net charge	+1

Geometry as XYZ:
```
42
Properties=species:S:1:pos:R:3:nbo_charge:R:1
F 2.261 -4.418 -1.197 -0.30
C 2.148 -3.025 -1.018 0.93
F 1.276 -2.797 0.107 -0.34
F 3.434 -2.527 -0.711 -0.29
C 1.507 -2.377 -2.344 0.62
F 2.203 -2.874 -3.470 -0.29
F 1.653 -0.965 -2.334 -0.31
C -0.017 -2.827 -2.382 0.04
C -1.028 -1.669 -1.858 -0.27
N -2.303 -2.376 -1.530 -0.52
C -2.848 -3.270 -2.605 -0.29
C -1.783 -3.856 -3.640 -0.11
O -0.500 -3.202 -3.682 -0.50
H -0.156 -3.745 -1.704 0.20
H -1.102 -0.910 -2.698 0.27
H -0.599 -1.220 -0.902 0.27
H -3.022 -1.641 -1.359 0.46
H -2.233 -2.880 -0.623 0.45
H -3.733 -2.758 -3.124 0.26
H -3.319 -4.170 -2.069 0.25
H -1.641 -4.992 -3.530 0.22
H -2.237 -3.727 -4.686 0.25
C 2.524 0.231 1.025 -0.72
C 1.674 1.042 1.966 0.60
O 0.546 1.382 1.660 -0.57
C 2.271 1.414 3.296 -0.72
H 1.966 0.037 0.107 0.22
H 3.429 0.787 0.773 0.24
H 2.781 -0.724 1.487 0.23
H 3.167 2.021 3.145 0.24
H 2.518 0.511 3.859 0.24
H 1.547 1.996 3.868 0.24
C -0.752 4.714 1.525 -0.73
C -1.608 5.523 2.462 0.59
O -2.734 5.861 2.156 -0.54
C -1.014 5.898 3.794 -0.72
H -1.308 4.518 0.606 0.23
H 0.153 5.270 1.274 0.23
H -0.494 3.759 1.988 0.24
H -0.120 6.507 3.644 0.23
H -0.766 4.997 4.358 0.23
H -1.741 6.479 4.364 0.24
```

=====

No. 4
C12H21HfN2O3S2Se4 | ωB97M-V/def2-TZVPD

Computed properties:
LUMO energy	2.5	eV
HOMO-LUMO gap	6.47	eV
energy relative to the best compared isomer or geometry (same formula, charge and spin)	44.4	kJ/mol
multiplicity	1
net charge	-1

Geometry as XYZ:
```
45
Properties=species:S:1:pos:R:3:nbo_charge:R:1
Hf 1.062 1.198 -0.422 1.63
N 4.665 -0.730 -1.710 -0.80
C 3.504 -0.049 -1.747 0.76
O 2.439 -0.549 -1.371 -0.68
C 3.549 1.338 -2.346 -0.51
C 2.203 2.045 -2.169 -1.02
H 4.695 -1.582 -1.169 0.40
H 5.525 -0.221 -1.824 0.40
H 3.827 1.216 -3.402 0.21
H 4.356 1.893 -1.854 0.23
H 1.542 1.785 -3.008 0.23
H 2.349 3.131 -2.221 0.24
Se 3.469 1.058 1.139 -0.50
Se 3.462 3.356 0.635 -0.02
Se 1.429 4.178 1.333 -0.01
Se -0.185 3.712 -0.287 -0.43
C 0.529 -0.962 4.000 -0.65
C 0.304 -0.743 2.529 -0.12
S 0.103 0.918 2.028 -0.32
C 0.211 -1.786 1.691 -0.22
C 0.352 -3.226 2.097 -0.64
S -0.014 -1.543 -0.070 -0.01
H 0.640 -0.009 4.509 0.23
H 1.437 -1.548 4.150 0.21
H -0.311 -1.497 4.449 0.20
H -0.113 -3.411 3.065 0.21
H 1.404 -3.516 2.153 0.21
H -0.131 -3.858 1.354 0.22
O -1.964 0.669 -3.408 -0.64
C -1.732 0.753 -2.218 0.82
O -0.560 0.867 -1.696 -0.85
C -2.928 0.748 -1.226 -0.16
N -2.480 0.511 0.142 -0.63
C -3.555 -0.177 0.839 -0.21
C -4.030 -1.180 -0.211 -0.41
C -3.916 -0.396 -1.526 -0.41
H -3.429 1.724 -1.333 0.20
H -2.184 1.362 0.616 0.42
H -1.139 -0.757 0.032 0.23
H -4.382 0.494 1.121 0.16
H -3.173 -0.651 1.746 0.21
H -5.045 -1.524 -0.020 0.20
H -3.362 -2.041 -0.223 0.21
H -4.883 0.008 -1.823 0.20
H -3.541 -1.009 -2.344 0.23
```

=====

No. 5
C12H21I2N2ORh | ωB97M-V/def2-TZVPD

Computed properties:
LUMO energy (alpha / beta)	4.0 / 4.5	eV
HOMO-LUMO gap (alpha / beta)	1.44 / 6.00	eV
expectation value of S²	6.020
energy relative to the best compared isomer or geometry (same formula, charge and spin)	6.0	kJ/mol
multiplicity	5
net charge	-2

Geometry as XYZ:
```
39
Properties=species:S:1:pos:R:3:nbo_charge:R:1
C 2.910 1.839 -1.783 -0.75
I -1.740 3.013 -0.320 -0.62
H 2.314 2.613 -2.286 0.22
H 3.181 1.055 -2.503 0.19
H 3.834 2.297 -1.399 0.21
C 0.850 -2.075 -2.752 -0.11
C 0.634 -0.076 -1.727 0.26
N 1.094 -1.349 -1.601 -0.39
H -0.139 -1.426 -4.604 0.21
I -2.450 -0.293 0.449 -0.78
N 0.075 -0.043 -2.972 -0.39
H 1.138 -3.106 -2.835 0.21
Rh 0.183 1.336 -0.429 0.46
C 2.167 1.262 -0.665 0.26
O 2.763 0.740 0.287 -0.72
C 0.229 -1.254 -3.612 -0.09
C -0.600 1.076 -3.595 -0.43
H -1.522 0.710 -4.064 0.20
H 0.032 1.520 -4.377 0.18
H -0.859 1.836 -2.848 0.27
C 1.724 -1.997 -0.464 -0.43
H 2.411 -2.750 -0.869 0.18
H 0.980 -2.523 0.150 0.21
H 2.294 -1.293 0.151 0.27
C -0.178 1.956 2.684 -0.62
C -0.118 0.447 2.521 -0.17
C 1.281 -0.041 2.888 -0.62
C -1.132 -0.211 3.449 -0.62
C -0.360 0.040 1.052 -0.58
H 0.130 2.219 3.708 0.18
H -1.188 2.334 2.496 0.22
H 0.516 2.432 1.980 0.22
H 1.527 0.270 3.913 0.18
H 1.330 -1.138 2.828 0.18
H 2.027 0.379 2.204 0.26
H -2.141 0.157 3.250 0.22
H -1.129 -1.297 3.322 0.20
H -0.873 0.017 4.492 0.18
H 0.062 -0.954 0.867 0.15
```

=====

No. 6
C12H21N2 | ωB97M-V/def2-TZVPD

Computed properties:
LUMO energy	-3.9	eV
HOMO-LUMO gap	8.71	eV
energy relative to the best compared isomer or geometry (same formula, charge and spin)	74.6	kJ/mol
multiplicity	1
net charge	+1

Geometry as XYZ:
```
35
Properties=species:S:1:pos:R:3:nbo_charge:R:1
C 0.983 1.821 2.778 -0.42
N 0.072 0.860 2.159 -0.37
C -1.343 1.213 2.281 -0.43
C 0.538 -0.227 1.521 0.30
C -0.098 -0.910 0.418 -0.21
C -1.171 -0.347 -0.343 -0.10
C -1.811 -1.105 -1.325 -0.23
C -1.338 -2.394 -1.635 -0.15
C -0.208 -2.907 -0.986 -0.21
C 0.415 -2.163 0.009 -0.14
H 0.436 2.464 3.476 0.23
H 1.767 1.326 3.359 0.22
H 1.486 2.440 2.024 0.23
H -1.538 1.642 3.281 0.23
H -1.631 1.961 1.519 0.22
H -1.966 0.316 2.199 0.22
H 1.604 -0.400 1.677 0.23
H -1.499 0.681 -0.133 0.21
H -2.651 -0.654 -1.870 0.24
H -1.788 -2.926 -2.470 0.24
H 0.230 -3.855 -1.289 0.24
H 1.290 -2.543 0.535 0.22
C 0.127 -3.950 4.343 -0.62
C 0.770 -3.039 3.278 -0.06
C 2.298 -3.045 3.376 -0.62
N 0.263 -1.690 3.145 -0.78
H 0.517 -4.981 4.207 0.23
H 0.369 -3.653 5.377 0.22
H -0.971 -3.987 4.256 0.22
H 0.550 -3.542 2.325 0.19
H 2.657 -4.081 3.262 0.24
H 2.771 -2.494 2.547 0.20
H 2.681 -2.638 4.330 0.22
H 0.905 -0.917 3.552 0.39
H -0.735 -1.421 3.050 0.41
```

=====

One value per record, in order, for largest force on an atom: 14.12, 4.98, 3.87, 1.44, 3.48, 3.35 eV/Å.